# 1
Below is C15H52BNO22 as an isolated structure, with properties calculated with wB97M-V/def2-TZVPD.

Structure (XYZ):
```
91
Properties=species:S:1:pos:R:3:forces:R:3:mulliken_charge:R:1
C -1.9640 -55.2701 -11.2263 -4.03 -1.42 -0.15 -1.27
C -2.2526 -54.8778 -12.7196 -2.36 2.86 0.94 -0.54
C -1.5539 -53.5772 -13.2899 -1.47 1.92 0.85 -0.12
C -2.0705 -53.2720 -14.7255 -0.93 -1.00 -0.66 -1.07
N -1.4482 -52.0103 -15.3059 0.51 -1.04 -1.46 0.51
C -1.7507 -51.8280 -16.8755 -0.15 -3.16 0.19 -0.98
C -0.7531 -52.8009 -17.6544 -4.87 1.38 2.33 -0.11
C 0.2586 -52.9230 -16.6797 5.39 -3.92 0.47 -0.35
C 0.0649 -52.0654 -15.4698 2.40 0.33 2.00 -1.06
C -1.9152 -50.8281 -14.5576 -1.11 0.20 -0.96 -1.23
C -3.4507 -50.6609 -14.5692 -1.51 -1.71 0.10 0.12
C -3.9520 -49.4229 -13.8706 3.04 0.90 -1.58 -1.62
H -2.1476 -56.3759 -11.0616 -0.22 0.90 -0.74 0.35
H -2.7197 -54.8614 -10.4605 1.65 0.12 -1.15 0.29
H -0.9717 -55.2730 -10.9627 2.40 1.08 0.76 0.41
H -3.4107 -54.5304 -12.8813 2.49 -1.25 0.76 0.21
H -2.1485 -55.7501 -13.2917 0.50 -0.96 -1.26 0.43
H -0.4464 -53.5759 -13.5227 -1.05 -0.23 1.41 0.32
H -1.9441 -52.6680 -12.5537 1.59 -2.25 -1.66 0.10
H -3.2078 -53.2386 -14.9814 2.04 0.06 0.97 0.52
H -1.6817 -54.1574 -15.2443 -0.12 0.51 -0.68 0.43
H -1.6319 -50.8344 -17.1092 0.70 2.38 -0.24 -0.01
H -2.7743 -52.0536 -17.0229 -1.04 -0.38 -0.05 0.65
H -0.4830 -52.6135 -18.6086 0.94 2.23 -3.00 0.02
H -1.1551 -53.7355 -17.8864 -1.57 -1.61 0.30 0.49
H 1.1754 -52.7645 -17.2996 0.19 0.31 1.60 0.50
H 0.3629 -54.0903 -16.4808 0.03 2.42 0.49 0.37
H 0.3838 -51.0160 -15.5738 -0.33 -0.23 -0.68 0.35
H 0.8213 -52.3350 -14.5730 -2.47 0.02 -1.59 0.40
H -1.4438 -50.0433 -15.0521 0.56 1.77 -1.16 0.67
H -1.4348 -50.7639 -13.5936 -0.43 -0.58 0.68 0.71
H -3.8282 -51.4913 -13.8878 0.22 0.63 -1.11 0.16
H -4.1165 -50.6936 -15.5571 2.27 -0.44 1.58 0.17
H -4.9081 -49.6815 -13.6054 -2.66 0.54 0.36 0.48
H -3.7177 -48.5130 -14.4811 -0.98 -0.63 0.54 0.34
H -3.3922 -49.3301 -12.9829 0.61 0.38 1.40 0.39
O 1.6846 -49.3187 -17.6372 -1.27 0.77 1.72 -0.72
C 1.6079 -49.9064 -18.6706 0.89 2.78 1.56 0.78
O 2.5825 -50.6082 -19.0665 0.44 -3.19 -3.16 -0.58
B 2.0924 -51.2338 -20.3800 0.68 3.01 0.00 1.75
O 0.7744 -50.5630 -20.5913 1.02 -2.10 -3.08 -0.57
C 0.4715 -49.8231 -19.6179 -1.98 -1.11 2.59 0.38
O -0.6503 -49.5469 -19.2615 0.51 0.76 -0.76 -0.87
O 2.0803 -52.6726 -20.4239 -4.37 2.74 5.01 -0.74
C 2.9343 -52.9985 -21.2162 1.78 -3.52 -3.48 0.71
O 3.3507 -54.0987 -21.3470 -3.50 0.66 0.30 -0.48
C 3.3653 -51.9578 -22.0782 2.48 1.50 -0.62 0.21
O 3.0671 -50.8553 -21.4818 -1.76 1.35 1.02 -0.17
O 4.1548 -52.1217 -22.9542 0.22 0.29 -1.56 -0.68
O 0.5307 -55.1237 -23.4276 -2.24 2.50 -4.59 -0.73
H 0.8853 -54.7449 -24.3297 -1.27 -1.06 2.60 0.35
H 1.2998 -55.3927 -23.0393 3.77 -1.68 1.63 0.29
O -2.7643 -48.3818 -18.2829 0.98 -0.45 0.34 -0.67
H -3.5103 -48.9896 -18.2560 0.28 -0.09 -0.17 0.27
H -1.9091 -48.8966 -18.4112 -1.75 0.83 0.04 0.57
O 1.6461 -55.0294 -19.3084 -8.65 -13.29 7.73 -0.67
H 2.0324 -54.4228 -19.6407 8.28 11.54 -7.08 0.54
H 1.7700 -55.9092 -19.6988 0.66 0.91 0.09 0.29
O 2.9010 -56.7448 -23.0294 -0.03 2.29 -2.66 -0.61
H 2.4283 -57.4341 -22.6843 -1.64 -2.79 1.40 0.28
H 3.5749 -56.4752 -22.4349 1.62 0.56 1.26 0.36
O 4.8453 -55.5086 -21.5884 -4.08 0.19 -5.53 -0.72
H 5.4716 -55.7880 -21.1011 7.18 -3.26 5.31 0.16
H 4.3753 -54.7397 -21.2215 1.74 -1.09 -0.06 0.42
O -1.5150 -52.5557 -21.0369 -5.81 7.86 0.57 -0.79
H -0.8233 -51.9223 -21.0279 1.15 -0.34 -0.28 0.26
H -1.4026 -53.4342 -21.1124 1.00 -3.42 -0.10 0.45
O 2.4241 -47.1946 -16.1697 1.39 2.23 1.80 -0.65
H 2.0556 -47.9102 -16.6523 -1.42 -0.50 -0.34 0.56
H 1.8778 -46.5899 -15.6157 0.09 -1.46 -1.22 0.28
O -0.2336 -54.1785 -21.0293 4.81 -5.37 0.68 -0.60
H 0.4473 -54.8144 -20.5945 -1.91 1.52 -0.49 0.18
H -0.1236 -54.4424 -21.9611 -0.13 0.23 -0.38 0.46
O -1.8330 -48.3087 -21.9764 -1.42 -2.78 2.75 -0.64
H -2.3432 -49.1869 -21.6519 1.70 2.89 -1.41 0.35
H -1.5562 -47.9954 -21.0726 -0.32 -0.14 -1.32 0.33
O 3.9536 -48.6293 -22.8771 0.32 5.88 0.96 -0.59
H 3.9895 -49.3987 -22.4535 0.13 -4.85 2.96 0.43
H 3.8865 -48.8262 -23.7505 -0.38 -0.64 -3.99 0.19
O 3.4804 -50.7537 -16.1541 -0.56 1.63 3.07 -0.70
H 3.3277 -50.0883 -15.3540 0.65 -2.02 -2.67 0.33
H 2.7919 -50.4748 -16.7701 0.27 0.30 0.03 0.20
O 4.5514 -48.0486 -19.8452 -0.97 6.54 -3.80 -0.61
H 4.8090 -48.9031 -19.7886 1.60 -4.18 -0.36 0.27
H 4.7396 -47.6181 -20.8451 -0.70 -2.47 4.11 0.33
O 6.5607 -51.1699 -21.6266 0.98 0.06 1.82 -0.68
H 7.1384 -50.6311 -22.1769 -1.00 -0.36 -0.53 0.29
H 5.7343 -51.5194 -21.9446 0.22 0.36 -1.35 0.26
O 3.0860 -50.7971 -25.6360 -0.99 1.26 -3.26 -0.59
H 3.4793 -50.9119 -24.8352 1.43 -1.41 4.06 0.25
H 3.6682 -50.0906 -25.9426 -0.36 0.04 -0.81 0.31
```
Forces are in eV/Å.

Properties
Highest occupied orbital energy: -0.3676 hartree
Kohn-Sham gap: 0.3486 Eh
Charge: 0
Energy relative to the best compared isomer or geometry (same formula, charge and spin): 382.1 kJ/mol
Total energy: -63603.4848 eV

=====

# 2
Below is C18H28MoO5 as an isolated structure, with properties calculated with wB97M-V/def2-TZVPD.

Structure (XYZ):
```
52
Properties=species:S:1:pos:R:3:forces:R:3:mulliken_charge:R:1
Mo 1.0358 0.5973 0.3256 0.68 -0.57 2.24 1.20
C -0.6122 1.1390 2.7746 -0.19 -0.46 0.23 -0.60
C -0.3440 2.4853 2.2073 -0.06 0.20 -0.17 -0.30
O -0.2082 2.2678 0.7485 0.33 -0.12 -0.15 -0.38
C 0.0524 3.4809 -0.0530 -0.17 -0.07 0.03 -0.56
C 1.5330 3.7378 -0.0478 0.13 -0.04 0.02 -0.55
O 2.1561 2.4028 -0.0076 -0.14 -0.40 -0.27 -0.27
C 3.6001 2.4275 0.3075 -0.06 0.10 0.00 -0.51
C 3.9655 1.0024 0.6068 -0.12 -0.09 0.13 -0.58
O 2.8152 0.4100 1.3306 -0.06 0.02 -0.29 -0.29
C 2.7753 0.5233 2.8077 0.06 0.05 -0.16 -0.40
C 1.5363 -0.2173 3.1928 -0.23 -0.24 0.11 -0.53
O 0.4272 0.1953 2.2887 0.43 1.00 -0.57 -0.21
H -1.5534 0.7370 2.4139 -0.09 -0.11 -0.04 0.33
H -0.6318 1.1563 3.8629 0.12 -0.09 0.05 0.44
H 0.5683 2.9483 2.5822 0.09 0.03 0.00 0.25
H -1.1880 3.1476 2.3955 -0.07 0.08 -0.11 0.51
H -0.5126 4.3132 0.3608 -0.06 0.04 0.04 0.50
H -0.3268 3.2621 -1.0453 -0.07 -0.10 -0.08 0.29
H 1.8795 4.2926 0.8221 0.04 -0.03 0.10 0.47
H 1.8445 4.2581 -0.9508 0.06 0.02 -0.07 0.41
H 3.7347 3.0977 1.1543 -0.04 0.05 0.08 0.46
H 4.1666 2.8051 -0.5417 -0.05 0.05 -0.11 0.39
H 4.8684 0.9183 1.2081 0.02 -0.02 0.11 0.45
H 4.0857 0.4002 -0.2877 -0.03 -0.14 -0.09 0.36
H 2.7658 1.5775 3.0802 0.00 0.10 -0.04 0.32
H 3.6630 0.0456 3.2187 0.07 -0.06 -0.02 0.49
H 1.2494 -0.0371 4.2258 -0.08 0.06 0.05 0.43
H 1.6481 -1.2850 3.0374 -0.06 -0.14 -0.05 0.32
C -5.0076 -2.2478 -2.5446 -0.02 0.01 -0.02 -1.43
C -3.5802 -2.2600 -2.2008 0.03 0.44 -0.09 0.63
C -2.9159 -3.4698 -1.9821 -0.46 -0.13 -0.07 -0.62
C -1.6058 -3.5261 -1.6188 0.59 -0.10 0.10 0.53
C -0.9411 -4.8529 -1.4436 -0.07 0.14 -0.07 -1.71
C -0.9200 -2.2385 -1.3826 -0.79 0.34 -0.65 1.57
C 0.2284 -2.2554 -0.7282 0.93 0.04 0.65 -0.93
O 0.7741 -1.1197 -0.1608 0.28 0.47 -0.60 -0.70
C -1.5462 -0.9745 -1.7940 0.37 -0.05 0.08 0.75
C -0.7205 0.2476 -2.0972 0.12 -0.09 -0.14 -0.73
C -2.8299 -1.0023 -2.1596 -0.72 -0.30 -0.18 -0.78
H -5.5847 -2.6498 -1.7006 0.00 0.00 0.06 0.40
H -5.2054 -2.9601 -3.3536 0.02 -0.01 -0.05 0.42
H -5.3933 -1.2679 -2.8072 0.01 0.02 0.00 0.40
H -3.4649 -4.3966 -2.1061 -0.03 0.02 -0.01 0.60
H -1.6004 -5.5479 -0.9254 -0.05 0.01 0.06 0.45
H 0.0203 -4.8427 -0.9410 -0.02 -0.02 0.00 0.31
H -0.7851 -5.2813 -2.4401 0.03 0.03 -0.05 0.42
H 0.8059 -3.1501 -0.5528 0.20 0.11 0.33 0.39
H -0.1538 0.7409 -1.2592 -0.66 0.13 -0.13 0.24
H -1.3167 1.0616 -2.5033 -0.08 -0.02 -0.01 0.44
H 0.0747 0.0068 -2.8062 -0.05 -0.03 -0.14 0.55
H -3.3253 -0.1033 -2.5104 -0.07 -0.09 0.00 0.39
```
Forces are in eV/Å.

Properties
Highest occupied orbital energy (spin up / spin down): -0.7920 / -0.7918 hartree
Kohn-Sham gap (spin up / spin down): 0.2214 / 0.2224 Eh
Charge: +4
Energy relative to the best compared isomer or geometry (same formula, charge and spin): 68.7 kJ/mol
Total energy: -31166.8298 eV

=====

# 3
Below is C32H38CdCl2N8O7S4 as an isolated structure, with properties calculated with wB97M-V/def2-TZVPD.

Structure (XYZ):
```
92
Properties=species:S:1:pos:R:3:forces:R:3:mulliken_charge:R:1
Cd -1.2687 0.0438 0.7352 -1.23 -0.14 1.19 2.22
O 1.0300 0.7429 -2.0383 0.05 -0.05 0.23 -0.66
S -0.3300 0.2619 -1.7665 0.58 -0.15 -1.59 0.74
O -1.0289 -0.0955 -2.9919 -0.09 0.10 0.11 -0.68
O -0.2550 -0.9636 -0.8575 0.25 0.16 -0.73 0.03
O -1.0830 1.3027 -0.9673 -0.07 0.11 -0.41 -0.86
S 1.2401 -3.3421 1.2889 -0.18 0.12 -0.05 -0.27
C 0.4373 -3.5994 -0.1296 0.63 -0.33 0.04 0.09
N 1.0910 -3.8705 -1.2837 -0.28 0.41 -0.09 0.27
C 0.3295 -4.3040 -2.4500 -0.09 -0.07 0.19 -1.15
C -0.9059 -3.4504 -2.5847 0.12 -0.09 0.13 -0.04
N -1.6924 -3.6290 -1.3690 0.22 0.37 0.07 0.32
C -3.1523 -3.6245 -1.5002 0.16 0.03 -0.13 -1.41
C -3.6655 -2.5271 -2.3986 0.06 0.00 -0.06 0.00
C -4.0889 -2.7940 -3.6965 -0.07 0.01 -0.02 -0.30
C -4.5843 -1.7779 -4.5039 0.00 0.00 0.06 -0.65
C -4.6659 -0.4828 -4.0099 0.01 -0.07 -0.01 -0.58
C -4.2265 -0.2068 -2.7226 -0.08 0.06 0.00 -0.62
C -3.7273 -1.2216 -1.9223 -0.03 -0.03 0.01 0.16
C -1.0854 -3.6629 -0.1657 -0.59 -0.41 -0.07 0.15
S -1.9309 -3.8918 1.2373 0.14 0.03 0.17 -0.27
C 2.5505 -3.7591 -1.3613 -0.08 -0.10 -0.11 -0.74
C 3.0083 -3.2397 -2.7009 -0.20 -0.12 -0.05 -0.27
C 2.5894 -1.9793 -3.1162 -0.01 0.12 -0.04 0.14
C 2.8859 -1.5260 -4.3928 -0.02 0.04 0.02 -0.80
C 3.6200 -2.3204 -5.2665 0.02 -0.02 0.08 -0.42
C 4.0670 -3.5658 -4.8467 0.02 0.00 -0.02 -0.53
C 3.7595 -4.0229 -3.5700 0.02 0.01 -0.02 -0.48
H 0.0318 -5.3530 -2.3156 0.06 -0.03 -0.08 0.29
H 0.9461 -4.2309 -3.3391 0.08 0.06 -0.04 0.49
H -1.4991 -3.7810 -3.4356 -0.05 -0.04 -0.01 0.53
H -0.6534 -2.3985 -2.7215 -0.04 0.07 -0.08 -0.30
H -3.5535 -3.5035 -0.4989 -0.03 -0.05 0.03 0.59
H -3.4629 -4.6049 -1.8804 -0.03 0.00 0.00 0.31
H -4.0488 -3.8093 -4.0804 0.04 0.00 0.03 0.38
H -4.9049 -2.0031 -5.5144 -0.03 0.02 0.00 0.34
H -5.0720 0.3097 -4.6274 0.06 0.01 -0.01 0.37
H -4.2669 0.8037 -2.3347 0.04 -0.06 -0.03 0.30
H -3.4034 -1.0034 -0.9101 -0.07 -0.01 -0.06 0.92
H 2.9983 -4.7383 -1.1536 0.08 0.05 0.06 0.31
H 2.8461 -3.0765 -0.5660 0.02 -0.04 0.04 0.36
H 2.0124 -1.3414 -2.4549 -0.05 -0.01 0.03 0.79
H 2.5177 -0.5525 -4.6948 0.04 -0.02 0.01 0.48
H 3.8478 -1.9700 -6.2661 -0.02 0.00 0.00 0.37
H 4.6380 -4.1945 -5.5206 0.02 0.02 0.02 0.36
H 4.1001 -5.0039 -3.2545 -0.06 0.00 0.02 0.34
N 2.3337 0.2363 0.5652 0.03 0.07 0.21 0.10
C 3.4230 1.0208 0.7999 0.25 -0.06 -0.01 0.11
C 4.0363 1.0783 2.0642 -0.11 0.01 -0.01 -0.22
C 5.1921 1.8155 2.2585 -0.05 -0.01 -0.05 -0.49
C 5.7773 2.5210 1.2128 0.02 0.03 0.01 -0.52
C 5.1733 2.4763 -0.0413 -0.03 -0.06 0.05 -0.45
C 4.0183 1.7455 -0.2520 -0.13 -0.02 0.04 -0.43
H 1.7895 -0.0977 1.3482 0.00 -0.01 0.00 -0.02
H 1.8380 0.3705 -0.3075 -0.04 -0.01 -0.14 -0.11
H 3.5799 0.5381 2.8876 0.05 0.00 -0.02 0.37
H 5.6438 1.8334 3.2442 -0.02 0.04 0.00 0.34
H 6.6740 3.1065 1.3752 0.02 -0.03 -0.01 0.35
H 5.6152 3.0155 -0.8724 -0.03 0.03 0.01 0.36
H 3.5317 1.7204 -1.2214 0.07 0.00 0.00 0.49
C 0.7568 2.6727 3.1148 -0.04 0.12 0.08 -0.62
N -0.6914 2.6551 2.9164 -0.17 0.31 -0.19 0.42
C -1.3400 2.7330 4.2250 0.05 0.11 -0.01 -0.69
N -0.9665 3.9746 4.9400 -0.01 -0.08 0.03 0.03
C 0.4920 3.9750 5.0903 -0.04 -0.02 -0.11 -0.73
N 1.1931 3.9053 3.8062 0.00 -0.04 -0.02 0.08
C 0.7708 5.0486 2.9972 -0.03 -0.04 0.05 -0.71
N -0.6799 5.0901 2.7882 -0.04 -0.04 -0.09 0.01
C -1.0737 3.8251 2.1305 0.14 0.07 0.17 -0.67
C -1.3358 5.1127 4.0984 0.07 -0.04 0.00 -0.71
H 1.2566 2.6183 2.1453 0.01 -0.05 0.01 0.19
H 1.0360 1.8076 3.7148 0.02 -0.06 -0.05 0.17
H -1.0337 1.8743 4.8225 -0.01 -0.03 0.01 0.30
H -2.4238 2.7045 4.1010 -0.01 -0.03 -0.05 0.15
H 0.7781 3.1103 5.6924 0.02 0.02 0.02 0.37
H 0.7934 4.8933 5.6051 0.01 -0.01 0.02 0.34
H 1.2631 4.9884 2.0240 0.01 0.02 0.00 0.35
H 1.0828 5.9719 3.4970 -0.01 0.00 -0.01 0.34
H -0.6004 3.7697 1.1475 -0.03 -0.01 0.00 0.27
H -2.1563 3.8344 2.0124 -0.09 -0.06 -0.11 0.27
H -2.4173 5.0944 3.9432 0.00 0.03 0.02 0.36
H -1.0652 6.0397 4.6153 0.01 0.00 0.00 0.32
O -0.5248 -0.6820 4.9764 -0.33 -0.26 -0.04 -0.65
S -1.1448 -0.8462 3.6451 0.92 0.31 0.30 0.35
N -0.3941 -0.1676 2.5570 0.25 -0.51 1.13 -0.80
Cl -5.9462 2.2814 2.4108 -0.10 0.12 0.05 -0.20
C -5.0235 1.2408 1.3177 0.37 -0.36 0.11 0.16
Cl -4.1401 2.2110 0.1194 0.07 0.12 -0.02 -0.17
C -3.9964 0.3007 2.0745 -0.45 -0.23 -0.18 -0.09
O -3.8870 0.4483 3.2817 0.17 -0.04 -0.30 -0.62
O -3.4600 -0.5498 1.2808 -0.05 0.82 0.32 -0.64
H -5.7386 0.6413 0.7678 0.00 -0.07 -0.04 0.35
```
Forces are in eV/Å.

Properties
Highest occupied orbital energy: -0.1079 hartree
Kohn-Sham gap: 0.2573 Eh
Charge: -2
Energy relative to the best compared isomer or geometry (same formula, charge and spin): 2.1 kJ/mol
Total energy: -133008.6674 eV

=====

# 4
Below is the molecule C4H7NO2, with properties calculated with wB97M-V/def2-TZVPD.

Structure (XYZ):
```
14
Properties=species:S:1:pos:R:3:forces:R:3:nbo_charge:R:1
O -2.3236 1.2130 -0.7994 0.37 -0.14 0.20 -0.52
C -1.3431 0.5214 -0.8569 -0.35 0.39 -0.10 0.43
C -0.1673 0.3279 0.0524 0.03 -0.11 -0.30 -0.08
C 1.2021 0.4756 -0.6025 -0.25 0.06 -0.29 -0.06
O 2.1848 -0.2974 0.0312 0.03 0.00 0.21 -0.71
C -0.5580 -0.9916 0.6090 -0.10 -0.42 -0.03 -0.23
N -0.0438 0.0653 1.4758 -0.16 0.16 0.10 -0.59
H -1.2135 -0.3044 -1.6105 -0.25 0.77 -0.37 0.11
H 1.4720 1.5454 -0.6063 -0.10 -0.20 0.05 0.17
H 1.1471 0.1489 -1.6458 0.03 0.03 0.04 0.18
H 2.0478 -0.1696 0.9847 0.04 -0.08 -0.16 0.49
H -0.0086 -1.8168 0.1764 0.54 -0.33 1.07 0.22
H -1.6322 -1.1537 0.7021 0.18 -0.11 -0.16 0.20
H -0.7637 0.4360 2.0897 -0.01 -0.02 -0.25 0.38
```
Forces are in eV/Å.

Properties
Highest occupied orbital energy: -0.3679 hartree
Kohn-Sham gap: 0.3990 Eh
Charge: 0
Energy relative to the best compared isomer or geometry (same formula, charge and spin): 322.0 kJ/mol
Total energy: -9843.9426 eV